No. 1
The following is a quantum chemistry calculation of a molecular structure, C2H16B3BeCl4, from the OMol25 dataset.

```
! wB97M-V def2-TZVPD RIJCOSX def2/J DEFGRID3
* xyz 0 2
Be -0.237 0.011 -0.036
B 1.989 0.350 1.106
H 1.242 -0.196 1.661
H 2.008 -0.107 0.128
H 1.667 1.370 0.963
H 3.006 0.311 1.464
B 0.916 1.462 -1.910
H -0.019 1.757 -2.362
H 1.088 0.397 -1.902
H 1.776 1.987 -2.294
H 0.789 1.771 -0.884
B -2.694 -0.555 -0.185
H -3.727 -0.858 -0.251
H -2.530 0.313 -0.805
H -2.481 -0.130 0.783
H -1.975 -1.328 -0.407
C -0.557 2.158 4.195
Cl -1.862 1.568 5.303
Cl -0.803 1.371 2.573
H -0.558 3.233 4.016
H 0.444 1.939 4.567
C 0.421 -3.358 -3.247
Cl 1.527 -4.733 -2.966
Cl 0.163 -2.232 -1.821
H 0.934 -2.797 -4.028
H -0.526 -3.705 -3.662
*
```

Expectation value of S²: 0.759
Kohn-Sham gap (alpha / beta), Ha: 0.304 / 0.185
E_tot, eV: -54839.361

Results of the natural (NBO) charge analysis, in e, for atoms 1 through 2:
1. Be 1.58
2. B -0.80

=====

No. 2
The following is a quantum chemistry calculation of a molecular structure, C5H10N2, from the OMol25 dataset.

```
! wB97M-V def2-TZVPD RIJCOSX def2/J DEFGRID3
* xyz 0 1
C -0.637 0.820 1.442
C 1.028 -1.559 -0.334
N 0.574 0.215 1.602
C 0.642 -0.075 -0.212
C -0.924 0.070 -0.399
C -1.381 0.923 -1.354
N 1.321 0.846 -0.865
H 0.474 -0.690 2.057
H 2.238 0.982 -0.442
H -1.509 0.539 2.032
H -0.570 1.872 1.181
H -1.522 -0.818 -0.199
H 0.847 -1.884 -1.358
H 2.089 -1.665 -0.103
H 0.455 -2.188 0.349
H -2.411 0.915 -1.686
H -0.714 1.698 -1.711
*
```

Relative energy (zero: lowest compared OMol25 entry of this formula, charge and spin), kJ/mol: 487.4
Kohn-Sham gap (alpha / beta), Ha: 0.265 / 0.264
E_tot, eV: -8322.282

Results of the natural (NBO) charge analysis, in e, for atoms 1 through 2:
1. C -0.01
2. C -0.64

=====

No. 3
The following is a quantum chemistry calculation of 2 unconnected molecules or ions with the total composition C2H5ClNO2S, from the OMol25 dataset.

```
! wB97M-V def2-TZVPD RIJCOSX def2/J DEFGRID3
* xyz -1 1
C -0.821 0.926 0.168
C 0.700 -1.123 -0.716
N 0.324 0.254 0.681
O -1.569 -0.940 2.156
O 0.800 -1.889 2.206
S -0.117 -0.681 2.245
Cl 2.058 -0.880 -1.742
H -1.698 0.437 -0.252
H -1.158 1.611 0.963
H -0.428 1.578 -0.772
H -0.137 -1.004 -1.447
H 0.898 -2.141 -0.362
*
```

Relative energy (zero: lowest compared OMol25 entry of this formula, charge and spin), kJ/mol: 298.8
Kohn-Sham gap, Ha: 0.261
E_tot, eV: -31096.352

Results of the natural (NBO) charge analysis, in e, for atoms 1 through 2:
1. C -0.45
2. C -0.30

=====

No. 4
The following is a quantum chemistry calculation of 4 unconnected molecules or ions with the total composition C3H16N2O3S, from the OMol25 dataset.

```
! wB97M-V def2-TZVPD RIJCOSX def2/J DEFGRID3
* xyz 0 1
N 1.450 -1.387 0.376
C 1.437 -0.172 1.168
C 0.697 0.939 0.352
N 1.484 1.241 -0.851
C 0.445 2.119 1.248
S -0.898 3.214 0.675
H 0.850 -2.135 0.688
H 2.375 -1.791 0.335
H 2.477 0.088 1.402
H 0.997 -0.379 2.152
H -0.257 0.504 0.024
H 1.614 0.371 -1.348
H 2.367 1.683 -0.623
H 1.270 2.847 1.363
H 0.274 1.949 2.320
H -0.965 2.983 -0.629
O -2.068 -2.618 -1.470
H -1.551 -3.250 -0.961
H -2.734 -2.369 -0.817
O -1.339 -2.044 1.149
H -1.435 -1.216 0.657
H -1.712 -1.871 2.011
O 0.263 -2.838 -2.720
H 0.652 -1.959 -2.664
H -0.658 -2.510 -2.775
*
```

Relative energy (zero: lowest compared OMol25 entry of this formula, charge and spin), kJ/mol: 49.2
Structure (SMILES): NC[C@H](N)CS.O.O.O
Kohn-Sham gap, Ha: 0.335
E_tot, eV: -23328.008

Results of the natural (NBO) charge analysis, in e, for atoms 1 through 2:
1. N -0.87
2. C -0.23

=====

No. 5
The following is a quantum chemistry calculation of 3 unconnected molecules or ions with the total composition C9H13N4O2, from the OMol25 dataset.

```
! wB97M-V def2-TZVPD RIJCOSX def2/J DEFGRID3
* xyz 1 1
C 0.613 1.502 0.500
C 0.469 1.571 1.886
C 0.297 -0.580 1.217
C 0.380 0.124 0.058
C -2.433 -0.142 0.070
C 1.115 -2.819 -0.511
C 0.386 -0.545 -1.256
C -3.569 -2.241 -0.112
C 0.223 0.100 -2.410
N 0.327 0.312 2.255
N 0.700 -1.903 -1.194
N -2.735 -1.167 -0.438
N 3.089 2.448 -0.345
O -2.228 0.937 0.337
O 1.553 -3.714 0.106
H 0.236 2.381 -0.030
H 0.237 2.468 2.529
H 0.120 -1.637 1.499
H -3.412 -2.579 0.840
H -4.622 -1.925 -0.273
H -3.366 -3.135 -0.710
H 0.436 -0.487 -3.327
H -0.037 1.005 -2.612
H 0.214 0.132 3.264
H 3.277 3.118 0.418
H 2.168 1.781 0.044
H 3.937 1.921 -0.688
H 2.625 3.075 -1.117
*
```

Relative energy (zero: lowest compared OMol25 entry of this formula, charge and spin), kJ/mol: 0.0
Kohn-Sham gap, Ha: 0.315
E_tot, eV: -19590.266

Results of the natural (NBO) charge analysis, in e, for atoms 1 through 2:
1. C -0.50
2. C 0.04

=====

No. 6
The following is a quantum chemistry calculation of 13 unconnected molecules or ions with the total composition C30H91N5O15, from the OMol25 dataset.

```
! wB97M-V def2-TZVPD RIJCOSX def2/J DEFGRID3
* xyz 0 1
C 23.527 11.770 8.456
O 22.407 12.325 9.201
H 24.230 12.496 8.047
H 24.053 11.178 9.205
H 23.202 11.260 7.549
H 22.079 13.156 8.850
C 16.049 13.043 6.108
O 15.971 14.192 5.231
H 16.246 12.175 5.478
H 16.765 13.133 6.925
H 15.060 12.858 6.528
H 15.284 13.996 4.590
C 17.654 15.831 10.520
O 16.728 16.230 11.546
H 18.457 15.208 10.913
H 17.240 15.196 9.736
H 18.108 16.630 9.935
H 16.581 15.440 12.071
C 22.050 13.745 12.231
O 23.393 13.286 11.915
H 22.175 14.315 13.152
H 21.707 14.514 11.539
H 21.269 12.992 12.335
H 23.431 13.068 10.981
C 18.214 16.547 1.829
O 18.575 15.579 0.843
H 17.145 16.711 1.966
H 18.602 16.157 2.770
H 18.697 17.489 1.566
H 18.170 15.716 -0.017
C 19.286 12.291 10.117
O 18.015 12.224 9.492
H 19.870 13.143 9.770
H 19.306 12.582 11.167
H 19.877 11.378 10.042
H 17.385 11.777 10.063
C 19.710 14.345 6.655
C 20.221 15.704 6.897
C 21.754 15.782 6.922
O 22.314 15.174 8.120
C 23.662 15.508 8.319
N 19.637 16.460 5.773
H 19.861 13.657 7.487
H 20.137 13.828 5.795
H 18.629 14.349 6.515
H 19.852 16.080 7.851
H 22.152 16.784 6.768
H 22.134 15.265 6.041
H 23.934 16.517 8.629
H 24.283 15.421 7.427
H 24.147 15.043 9.177
H 19.640 16.044 4.853
H 18.672 16.729 5.901
C 19.938 10.071 7.146
C 20.592 8.778 6.830
C 21.281 8.353 8.203
O 21.849 7.052 7.974
C 21.974 6.297 9.140
N 19.542 7.752 6.526
H 19.095 9.911 7.818
H 19.698 10.675 6.271
H 20.625 10.782 7.604
H 21.245 9.012 5.988
H 20.475 8.303 8.936
H 22.067 8.984 8.619
H 22.413 6.795 10.004
H 22.791 5.591 8.992
H 21.087 5.876 9.612
H 19.442 7.732 5.521
H 19.901 6.828 6.722
C 25.192 12.446 5.365
C 24.748 12.610 3.915
C 23.165 12.646 3.843
O 22.870 12.649 2.481
C 21.565 12.182 2.235
N 25.291 13.835 3.416
H 24.805 11.501 5.744
H 24.761 13.280 5.919
H 26.277 12.439 5.467
H 25.215 11.732 3.469
H 22.700 13.444 4.420
H 22.918 11.668 4.257
H 21.269 11.182 2.551
H 21.312 12.221 1.176
H 20.835 12.820 2.733
H 25.042 13.872 2.438
H 24.837 14.537 3.984
C 18.558 19.447 4.966
C 19.384 20.030 3.761
C 20.503 21.089 3.975
O 20.140 22.412 4.480
C 19.726 23.238 3.445
N 20.106 18.835 3.131
H 19.116 18.903 5.728
H 17.660 18.852 4.798
H 18.320 20.319 5.576
H 18.668 20.493 3.082
H 20.929 21.315 2.997
H 21.365 20.788 4.570
H 19.597 24.174 3.989
H 18.693 23.021 3.175
H 20.331 23.344 2.544
H 20.784 19.154 2.453
H 20.575 18.189 3.750
C 26.637 14.276 12.908
C 25.975 15.595 13.448
C 25.705 16.558 12.270
O 26.984 16.606 11.600
C 26.973 16.220 10.177
N 24.669 15.152 13.984
H 27.677 14.537 12.714
H 26.121 13.780 12.087
H 26.675 13.512 13.685
H 26.600 16.065 14.207
H 25.333 17.562 12.477
H 25.064 16.105 11.514
H 26.438 17.028 9.676
H 26.558 15.258 9.877
H 27.955 15.972 9.774
H 24.919 14.489 14.703
H 24.290 14.664 13.185
C 25.095 20.401 7.723
C 24.468 20.563 6.380
O 24.357 19.335 5.726
O 24.369 19.294 8.414
H 25.080 21.343 8.273
H 26.138 20.088 7.685
H 25.139 21.199 5.802
H 23.513 21.053 6.567
H 23.869 18.748 6.309
H 24.061 19.637 9.256
C 27.139 16.993 4.922
C 28.129 15.938 5.240
O 27.809 14.738 4.621
O 25.985 16.773 5.604
H 26.945 17.064 3.852
H 27.490 17.946 5.318
H 28.297 15.831 6.311
H 29.051 16.123 4.688
H 26.900 14.430 4.646
H 25.538 17.623 5.588
*
```

Relative energy (zero: lowest compared OMol25 entry of this formula, charge and spin), kJ/mol: 298.2
Kohn-Sham gap, Ha: 0.334
E_tot, eV: -70738.322

Results of the Löwdin charge analysis, in e, for atoms 1 through 2:
1. C -0.11
2. O -0.15

=====

Q: Which value of E_tot does entry 1 give?
A: -54839.361 eV

=====

Q: What is the formula in the sixth record?
A: C30H91N5O15